No. 1
# C21H31AuN5O6S

A molecular structure, C21H31AuN5O6S (ωB97M-V with the def2-TZVPD basis set, the Open Molecules 2025 dataset).

Element x y z (Å)
O 0.351 -1.011 -3.473
H 0.231 -1.042 -4.439
Au 0.264 0.117 -0.197
N 1.621 -1.361 -0.743
N -0.746 -1.746 0.299
N 0.914 2.124 0.086
N -1.343 1.061 0.925
O 2.850 -1.149 -0.847
O 2.097 2.527 -0.126
O -2.485 0.509 1.369
O -1.795 -1.923 1.013
C -0.175 -2.833 -0.280
C 1.063 -2.602 -0.918
C -0.004 2.947 0.631
C -1.179 2.357 1.184
C 1.836 -3.568 -1.739
H 1.669 -3.377 -2.811
H 1.518 -4.590 -1.513
H 2.910 -3.452 -1.533
C -0.880 -4.140 -0.208
H -1.859 -4.077 -0.709
H -1.059 -4.441 0.836
H -0.299 -4.936 -0.695
C 0.345 4.383 0.747
C -2.171 3.101 2.009
H 1.028 4.653 -0.066
H 0.847 4.586 1.705
H -0.572 4.981 0.686
H -2.681 2.459 2.731
H -2.932 3.549 1.357
H -1.681 3.913 2.559
H 2.344 1.360 -1.530
H -2.316 -0.505 1.243
C -1.152 -0.062 -1.936
H -1.292 -1.028 -2.394
H -0.867 0.751 -2.582
H -2.032 0.224 -1.338
O 1.600 0.944 -2.055
H 0.990 -0.298 -3.254
H 1.125 1.693 -2.507
N 1.418 0.045 1.608
S 1.244 -1.150 2.731
C 2.483 -0.619 3.907
C 2.871 -1.535 4.903
C 3.751 -1.125 5.906
C 4.243 0.187 5.906
C 3.867 1.087 4.904
C 2.993 0.678 3.888
C -0.253 -0.689 3.601
C -0.431 0.609 4.061
C -1.584 0.936 4.778
C -2.529 -0.049 5.069
C -2.334 -1.357 4.626
C -1.198 -1.683 3.890
H 2.409 0.168 1.363
H 2.463 -2.546 4.876
H 4.047 -1.829 6.686
H 4.923 0.514 6.694
H 4.240 2.113 4.895
H 2.683 1.361 3.098
H 0.350 1.343 3.864
H -1.716 1.964 5.120
H -3.420 0.216 5.641
H -3.069 -2.131 4.849
H -1.010 -2.700 3.548

Computed properties:
2S+1 ... 3
Calculated total energy ... -56524.452 eV
Frontier orbital gap (alpha / beta) ... 6.51 / 5.91 eV
Charge ... +1
<S²> ... 2.119
Relative energy (zero: lowest compared OMol25 entry of this formula, charge and spin) ... 0.0000 eV
LUMO energy (alpha / beta) ... -4.0 / -4.6 eV

No. 2
# C8H10AuBrNO13P2S

A molecular structure, C8H10AuBrNO13P2S (ωB97M-V with the def2-TZVPD basis set, the Open Molecules 2025 dataset).

Element x y z (Å)
Au -0.351 -0.347 -2.697
C 1.813 2.456 0.199
C 1.084 1.609 -0.844
O -0.145 1.113 -0.352
P 2.254 0.343 -1.504
O 3.507 1.188 -1.919
O 2.755 -0.600 -0.391
O 1.664 -0.393 -2.723
P 0.664 2.559 -2.367
O -0.395 3.658 -1.909
O 1.881 3.188 -2.926
O -0.080 1.550 -3.297
H 2.344 1.820 0.907
H 1.053 3.024 0.734
H 2.520 3.146 -0.257
H -0.008 0.129 -0.107
H 3.211 1.962 -2.461
H 1.935 -1.266 -0.234
H -1.237 3.247 -1.672
O -3.537 -2.537 -2.316
S -2.326 -1.909 -1.898
O -2.101 -1.971 -0.459
O -2.291 -0.393 -2.321
O -1.065 -2.314 -2.664
Br -3.256 0.932 3.762
C -2.014 -0.459 3.402
C -1.396 -1.099 4.464
N -0.511 -2.068 4.282
C -0.235 -2.419 3.034
C -0.808 -1.840 1.906
C -1.727 -0.823 2.103
C -0.285 -2.308 0.547
O 0.032 -3.468 0.361
O 0.406 -1.333 -0.031
H -1.628 -0.820 5.485
H 0.481 -3.221 2.896
H -2.206 -0.337 1.266

Computed properties:
2S+1 ... 1
Calculated total energy ... -139719.739 eV
Frontier orbital gap ... 6.73 eV
Charge ... -1
Relative energy (zero: lowest compared OMol25 entry of this formula, charge and spin) ... 1.5149 eV
LUMO energy ... 0.3 eV